one:
Entry from the OMol25 dataset: C10H18N3 as an isolated structure (the ωB97M-V functional and the def2-TZVPD basis).

```
31
Properties=species:S:1:pos:R:3
C 2.20 -0.20 1.38
C 0.16 2.02 0.80
C 1.10 -0.50 0.68
C -0.38 0.84 0.57
C 0.23 -3.19 -1.56
C 2.33 1.20 1.93
C 1.51 2.31 1.16
C 0.64 -1.01 -2.30
C -2.40 -0.20 1.17
C -2.17 1.04 -0.83
N 0.88 -1.74 0.14
N 0.60 -1.98 -1.21
N -1.52 0.22 0.12
H 3.04 -0.85 1.46
H -0.54 2.90 0.70
H 0.14 -3.95 -0.75
H 0.00 -3.42 -2.62
H 2.07 1.09 3.02
H 3.39 1.42 1.83
H 2.16 2.60 0.35
H 1.42 3.17 1.87
H 1.49 -0.31 -2.05
H -0.35 -0.55 -2.43
H 1.00 -1.54 -3.12
H -2.03 -0.64 2.05
H -3.00 0.70 1.41
H -3.08 -0.92 0.75
H -2.46 1.97 -0.31
H -1.41 1.26 -1.65
H -2.99 0.42 -1.27
H 0.90 -2.64 0.67
```

Its LUMO energy (spin up / spin down) is -0.1529 / -0.1529 Ha. The calculation puts the HOMO-LUMO gap (spin up / spin down) at 7.3479 / 7.3473 eV. The net charge is +1.


two:
Entry from the OMol25 dataset: a 2-piece molecular cluster, C10H18N3 overall (the ωB97M-V functional and the def2-TZVPD basis).

```
31
Properties=species:S:1:pos:R:3
C -4.21 1.41 2.13
C -4.97 1.78 1.07
C -2.99 0.87 1.55
C -3.14 0.92 0.04
C -1.91 0.27 2.10
C 1.39 -0.82 -0.19
C 3.63 -0.50 0.60
C 2.99 0.10 -1.75
C 3.03 -2.27 -1.10
C 2.74 -0.85 -0.65
N -4.36 1.55 -0.15
N -2.30 0.57 -0.91
N 0.34 -0.08 -0.49
H -4.43 1.39 3.24
H -5.94 2.12 1.17
H -1.05 -0.08 1.58
H -1.83 0.45 3.10
H 1.09 -1.67 0.40
H 3.56 -1.42 1.31
H 3.27 0.38 1.11
H 4.77 -0.38 0.23
H 2.11 0.51 -2.24
H 3.37 0.99 -1.26
H 3.56 -0.34 -2.66
H 4.13 -2.48 -0.93
H 2.98 -2.36 -2.23
H 2.44 -3.08 -0.54
H -4.74 1.65 -1.11
H -2.69 0.34 -1.89
H 0.54 0.81 -0.89
H -1.39 0.20 -0.64
```

Its LUMO energy is -0.1579 Ha. The calculation puts the HOMO-LUMO gap at 8.1473 eV. The net charge is +1.


Out of the structures above, which one is the least stable? Solution: one.